This record from the OMol25 dataset describes 8 unconnected molecules or ions with the total composition C32H88N8O8 at a distorted geometry. The level of theory is ωB97M-V/def2-TZVPD.

Each line ends with the Mulliken charge.
Cartesian coordinates (Å):
C -3.19 1.98 4.72  -1.29
C -3.88 3.23 4.06  0.19
C -2.99 3.85 3.03  -0.80
O -2.73 2.91 2.01  -0.26
C -1.37 2.86 1.67  -0.31
N -5.20 2.84 3.62  -0.73
H -2.11 2.07 4.78  0.29
H -3.39 1.10 4.12  0.31
H -3.70 1.77 5.67  0.38
H -4.17 3.97 4.81  0.37
H -2.13 4.27 3.56  0.37
H -3.33 4.74 2.51  0.32
H -1.12 3.83 1.26  0.23
H -1.36 2.17 0.82  0.07
H -0.68 2.54 2.46  0.22
H -5.08 2.78 2.62  0.34
H -5.17 1.89 3.95  0.34
C 4.17 -2.82 -3.79  -1.48
C 3.11 -2.20 -4.73  0.47
C 3.51 -2.39 -6.26  -0.89
O 4.83 -2.07 -6.60  -0.31
C 5.04 -1.97 -7.93  -0.79
N 1.82 -2.83 -4.45  -0.65
H 4.17 -3.90 -3.94  0.38
H 3.92 -2.67 -2.74  0.40
H 5.15 -2.37 -3.90  0.35
H 3.06 -1.13 -4.54  0.19
H 2.75 -1.82 -6.80  0.43
H 3.43 -3.40 -6.67  0.39
H 6.12 -1.84 -8.03  0.25
H 4.57 -1.09 -8.35  0.30
H 4.82 -2.93 -8.39  0.33
H 2.00 -3.80 -4.65  0.26
H 1.10 -2.61 -5.12  0.24
C -4.31 1.91 -4.33  -1.42
C -3.38 3.05 -4.44  1.02
C -2.09 2.87 -5.30  -0.97
O -1.33 1.74 -4.85  -0.31
C -0.20 2.09 -4.06  -0.51
N -3.98 4.30 -4.95  -0.84
H -3.86 0.97 -4.01  0.18
H -4.83 1.86 -5.28  0.39
H -5.01 2.15 -3.53  0.36
H -3.13 3.28 -3.40  0.14
H -1.50 3.77 -5.46  0.41
H -2.36 2.59 -6.32  0.34
H 0.75 1.89 -4.56  0.24
H -0.22 1.42 -3.19  -0.06
H -0.30 3.05 -3.55  0.40
H -3.34 5.06 -4.74  0.28
H -4.70 4.47 -4.27  0.30
C 0.31 -1.82 0.53  -1.13
C 0.77 -1.62 -0.89  0.93
C 1.64 -0.36 -0.96  -0.75
O 0.77 0.66 -0.58  0.57
C 1.33 1.93 -0.39  -0.84
N 1.40 -2.83 -1.37  -0.53
H -0.18 -0.95 0.98  0.17
H 1.19 -2.15 1.08  0.43
H -0.43 -2.62 0.56  -0.03
H -0.06 -1.40 -1.57  -0.01
H 1.96 -0.13 -1.98  0.25
H 2.56 -0.45 -0.39  0.29
H 1.09 2.40 0.56  -0.04
H 1.05 2.59 -1.22  0.08
H 2.41 1.82 -0.35  0.50
H 1.45 -2.71 -2.38  0.09
H 0.85 -3.62 -1.09  0.11
C -1.92 -6.42 0.31  -1.59
C -0.61 -5.66 0.08  1.02
C 0.69 -6.54 0.17  -0.79
O 0.55 -7.38 1.26  -0.42
C 0.69 -6.92 2.61  -0.64
N -0.66 -5.09 -1.25  -0.54
H -2.77 -5.79 0.04  0.29
H -1.97 -6.73 1.35  0.35
H -2.00 -7.32 -0.29  0.42
H -0.51 -4.93 0.88  0.03
H 1.58 -5.96 0.41  0.33
H 0.97 -7.13 -0.71  0.36
H 0.78 -7.74 3.32  0.25
H -0.21 -6.38 2.90  0.25
H 1.51 -6.20 2.71  0.29
H -1.39 -4.39 -1.32  0.11
H -1.01 -5.81 -1.87  0.36
C -4.49 -3.31 0.11  -1.48
C -4.30 -2.52 -1.16  0.36
C -3.58 -1.18 -0.87  0.22
O -4.37 -0.65 0.25  -0.43
C -3.80 0.51 0.87  -0.34
N -3.47 -3.39 -1.97  -0.45
H -4.77 -4.36 -0.03  0.45
H -5.31 -2.83 0.64  0.39
H -3.60 -3.22 0.72  0.21
H -5.26 -2.39 -1.66  0.31
H -3.66 -0.54 -1.75  -0.04
H -2.50 -1.21 -0.74  -0.19
H -2.82 0.25 1.28  0.16
H -4.52 0.79 1.63  0.03
H -3.71 1.27 0.10  0.32
H -3.29 -3.03 -2.89  0.18
H -3.86 -4.30 -2.19  0.24
C 0.95 6.32 0.82  -1.32
C 1.91 5.81 1.86  0.34
C 1.18 5.28 3.20  -0.31
O 0.32 6.21 3.93  -0.33
C 0.97 7.32 4.57  -0.73
N 2.65 4.75 1.09  -0.50
H 0.32 7.09 1.26  0.33
H 0.30 5.53 0.45  0.11
H 1.38 6.91 0.01  0.47
H 2.53 6.67 2.09  0.37
H 1.81 4.89 4.00  0.52
H 0.70 4.34 2.92  -0.23
H 1.40 7.93 3.78  0.29
H 1.69 6.96 5.30  0.30
H 0.20 7.93 5.04  0.25
H 3.42 4.49 1.69  0.24
H 3.15 5.28 0.39  0.28
C 3.51 -1.45 6.89  -1.54
C 4.07 -1.09 5.47  0.59
C 3.17 -0.19 4.60  -0.61
O 3.87 0.09 3.39  -0.39
C 2.98 0.49 2.36  -0.46
N 5.39 -0.52 5.69  -0.82
H 2.46 -1.74 6.93  0.36
H 3.87 -0.77 7.66  0.42
H 3.95 -2.36 7.31  0.39
H 4.18 -2.06 4.98  0.18
H 2.82 0.74 5.04  0.30
H 2.29 -0.77 4.30  0.32
H 2.63 1.49 2.59  0.32
H 2.06 -0.09 2.24  0.18
H 3.43 0.45 1.37  0.20
H 6.00 -1.26 6.01  0.28
H 5.70 -0.33 4.75  0.28

Output
Energy in Eh: -2311.6764
Energy relative to the best compared isomer or geometry (same formula, charge and spin) in eV: 4.849
Charge: 0
SMILES: COC[C@H](C)N.COC[C@H](C)N.COC[C@H](C)N.COC[C@H](C)N.COC[C@H](C)N.COC[C@H](C)N.COC[C@H](C)N.COC[C@H](C)N
HOMO level in eV: -8.24
Spin multiplicity: 1